[1]
The following is a quantum chemistry calculation of an isolated molecule of C4H6S2 at a distorted geometry, from OMol25.

```
12
Properties=species:S:1:pos:R:3:forces:R:3
H 1.752119 -1.750962 -0.307930 0.2 -1.8 0.0
S -0.369445 -0.779737 1.314840 0.1 0.5 -0.7
C 1.728999 -0.730547 -0.529342 0.6 1.6 -0.4
H -0.072039 0.885412 -2.006078 0.1 -0.1 0.0
H -1.324105 1.363150 1.829157 0.0 0.3 0.0
H 2.474790 -0.272848 0.114944 0.2 0.1 0.1
H -2.574143 0.087739 1.642340 0.0 0.1 0.2
H 1.999124 -0.514261 -1.573189 -0.1 -0.3 0.3
S -1.973314 0.906055 -0.486642 -0.7 0.3 0.2
C 0.393995 -0.208199 -0.210425 -1.2 0.2 -0.5
C -1.651872 0.508316 1.254894 0.0 -0.6 -0.3
C -0.384110 0.505883 -1.042568 0.8 -0.3 1.0
```
Positions in Å, forces in eV/Å.

HOMO, eV: -7.7
Relative energy (zero: lowest compared OMol25 entry of this formula, charge and spin), eV: 0.0935
LUMO level, eV: 0.8
E, Ha: -952.3660
SMILES: CC1=CSCS1

[2]
The following is a quantum chemistry calculation of a structure of composition C4H6S3 at a distorted geometry, from OMol25.

```
13
Properties=species:S:1:pos:R:3:forces:R:3
H 2.332933 1.393306 1.686019 -0.1 -1.8 -2.9
S 2.090903 -1.636385 -0.601389 -1.9 2.1 1.5
H -3.603066 0.015389 0.523096 2.5 -2.3 -3.0
S -0.432451 1.522267 -0.498757 -0.8 0.4 -0.4
C 2.434004 0.771412 0.631716 0.4 3.5 -1.1
C -0.172413 0.025804 0.019201 2.1 -0.6 1.0
H -3.616079 -1.704008 -0.866810 2.6 3.0 2.4
C 1.375735 -0.283415 0.181850 1.5 -1.3 -1.7
C -2.872014 -0.720367 -0.296698 -1.5 0.8 -2.7
H 2.647417 1.646002 -0.307266 -1.6 -2.1 2.7
S -1.269464 -1.273208 0.453367 -0.5 0.2 -0.5
H 3.450160 0.388397 0.452416 -0.6 -0.6 1.0
H -2.365660 -0.145190 -1.376744 -2.2 -1.1 3.5
```
Positions in Å, forces in eV/Å.

HOMO, eV: -8.6
Relative energy (zero: lowest compared OMol25 entry of this formula, charge and spin), eV: 4.1601
LUMO level, eV: -1.4
E, Ha: -1350.3942